(1)
32
Properties=species:S:1:pos:R:3:lowdin_charge:R:1 method="wB97M-V/def2-TZVPD" charge=0 e_homo_ev=-8.746 gap_ev=9.17 lumo_energy_ev=0.43 e_tot_ha=-1584.4467 fmax_ev_per_a=0.650 relative_energy_kcal_mol=9.6 smiles="O=C(CCSc1ccc(Cl)cc1)Nc1cccnc1"
O -1.7089 -2.0326 -2.0663 0.081
C -0.9590 -1.2699 -1.5033 -0.477
C -0.5480 0.0644 -2.1252 -0.151
C 0.9582 0.2225 -2.3062 -0.430
S 1.8543 0.6658 -0.7722 0.952
C 1.1162 2.2027 -0.2803 -0.530
C 1.1425 2.5046 1.0780 -0.105
C 0.6137 3.6931 1.5390 -0.100
C 0.0467 4.5823 0.6372 -0.675
Cl -0.6301 6.0654 1.2071 0.679
C 0.0210 4.2918 -0.7175 -0.096
C 0.5620 3.1051 -1.1775 -0.094
N -0.4093 -1.4733 -0.2761 0.116
C -0.5433 -2.5776 0.5633 -0.197
C 0.2250 -2.6170 1.7265 -0.016
C 0.0992 -3.6975 2.5790 -0.067
C -0.7936 -4.7034 2.2380 -0.165
N -1.5240 -4.6731 1.1375 0.061
C -1.4098 -3.6466 0.3187 -0.076
H -1.0270 0.1136 -3.1052 0.125
H -0.9450 0.8786 -1.5122 0.112
H 1.1882 0.9793 -3.0556 0.069
H 1.4163 -0.7168 -2.6173 0.087
H 1.5866 1.8036 1.7680 0.104
H 0.6345 3.9278 2.5911 0.108
H -0.4140 4.9920 -1.4129 0.109
H 0.5506 2.9017 -2.2364 0.105
H 0.2622 -0.7801 0.0439 0.057
H 0.9104 -1.8098 1.9489 0.110
H 0.6811 -3.7567 3.4858 0.100
H -0.9316 -5.5703 2.8696 0.100
H -2.0254 -3.6697 -0.5674 0.104

---

(2)
34
Properties=species:S:1:pos:R:3:lowdin_charge:R:1 method="wB97M-V/def2-TZVPD" charge=0 e_homo_ev=-8.286 gap_ev=7.87 lumo_energy_ev=-0.42 e_tot_ha=-1370.9458 fmax_ev_per_a=1.323 smiles="O=C(Cc1cc(=O)[nH][nH]1)N/N=C/C(Cl)=C/c1ccccc1"
O 4.3985 2.6453 0.1743 0.074
C 3.4833 1.9662 -0.2296 -0.466
C 3.6130 0.8868 -1.2887 -0.033
C 3.8412 -0.4095 -0.5838 -0.262
C 3.0762 -1.5264 -0.5241 0.056
C 3.7542 -2.4975 0.3111 -0.498
O 3.4465 -3.6103 0.6829 0.028
N 4.9573 -1.8765 0.6396 0.086
N 4.9400 -0.5550 0.2196 0.053
N 2.2297 2.0890 0.2984 0.055
N 1.1996 1.3578 -0.1294 0.019
C 0.0560 1.4686 0.4216 -0.176
C -1.0659 0.6958 -0.0421 -0.617
Cl -0.6864 -0.3621 -1.3463 0.757
C -2.2812 0.8078 0.5349 -0.065
C -3.5469 0.1662 0.2616 -0.220
C -3.8343 -0.5761 -0.8884 -0.048
C -5.0818 -1.1428 -1.0652 -0.076
C -6.0702 -0.9897 -0.1068 -0.083
C -5.8052 -0.2509 1.0359 -0.083
C -4.5643 0.3239 1.2138 -0.041
H 2.7000 0.8220 -1.8759 0.114
H 4.4653 1.1314 -1.9250 0.132
H 2.1208 -1.6829 -0.9785 0.092
H 5.5249 -2.1382 1.4306 0.157
H 5.8177 -0.0871 0.0423 0.162
H 2.1068 2.7656 1.0576 0.168
H -0.1264 2.1520 1.2583 0.130
H -2.3162 1.4948 1.3735 0.112
H -3.0878 -0.6989 -1.6537 0.051
H -5.2851 -1.7096 -1.9617 0.105
H -7.0418 -1.4382 -0.2503 0.102
H -6.5710 -0.1213 1.7865 0.103
H -4.3665 0.8995 2.1071 0.109

---

(3)
36
Properties=species:S:1:pos:R:3:lowdin_charge:R:1 method="wB97M-V/def2-TZVPD" charge=+1 e_homo_ev=-11.990 gap_ev=8.77 lumo_energy_ev=-3.22 e_tot_ha=-1496.8876 fmax_ev_per_a=0.613 relative_energy_kcal_mol=41.4
Tl -0.4281 -1.0931 -2.2598 1.001
O -4.5219 -0.1100 1.0034 0.224
C -3.9257 -0.5908 0.1400 -0.416
O -3.3227 -1.0748 -0.7297 0.128
C -1.2207 0.0325 1.4710 -0.165
C -1.6520 0.6977 2.5944 -0.046
C -0.5213 1.1815 3.2783 0.009
C 0.6625 0.8219 2.6115 -0.029
C 0.3054 0.1142 1.4883 -0.168
N -0.4068 -0.4904 0.5621 0.189
C 2.8457 -0.2730 -0.0984 -0.400
O 3.3815 -0.1522 0.9159 0.239
O 2.3144 -0.3965 -1.1271 0.098
H -2.6881 0.8152 2.8674 0.099
H -0.5595 1.7568 4.1967 0.124
H 1.6773 1.0383 2.9040 0.104
I -3.1847 3.9153 0.3848 0.958
C -1.4338 3.3180 -0.5319 -0.725
C -0.2883 4.1027 -0.5528 -0.107
C 0.8363 3.6197 -1.2022 -0.035
C 0.7883 2.3671 -1.7905 -0.140
N -0.3030 1.6016 -1.7616 -0.049
C -1.3889 2.0811 -1.1631 -0.249
H -0.2748 5.0778 -0.0842 0.110
H 1.7441 4.2038 -1.2592 0.117
H 1.6558 1.9638 -2.2981 0.111
H -2.2763 1.4580 -1.1870 0.081
C 2.0874 -4.0471 -1.6321 -0.079
C 1.1947 -4.0935 -0.4177 -0.286
O -0.0276 -3.4000 -0.7338 -0.251
H 3.0282 -4.5624 -1.4376 0.089
H 2.3380 -3.0175 -1.8952 0.052
H 1.6136 -4.5228 -2.4900 0.087
H 1.6760 -3.6065 0.4366 0.114
H 0.9630 -5.1219 -0.1358 0.122
H -0.6877 -3.6145 -0.0665 0.090

---

(4)
34
Properties=species:S:1:pos:R:3:lowdin_charge:R:1 method="wB97M-V/def2-TZVPD" charge=+3 e_homo_ev="-18.833 / -20.621" gap_ev="8.03 / 6.07" lumo_energy_ev="-10.81 / -14.56" e_tot_ha=-2121.9314 multiplicity=5 fmax_ev_per_a=9.191
O 0.8935 0.1252 -5.5348 0.305
C 0.8935 0.1252 -4.3850 -0.012
Mn 0.8934 0.1252 -2.4740 0.165
O 2.7811 -2.2842 -2.4739 0.293
C 2.0720 -1.3791 -2.4740 -0.034
C -0.2852 1.6295 -2.4740 -0.031
O -0.9944 2.5346 -2.4741 0.280
C -0.6109 -1.0534 -2.4741 -0.022
O -1.5160 -1.7625 -2.4741 0.268
C 2.3977 1.3038 -2.4738 -0.037
O 3.3027 2.0129 -2.4738 0.297
C -1.7896 -0.9327 2.5581 0.006
N -2.0387 -0.5511 1.1506 -0.189
C -3.4599 -0.1915 1.0131 0.007
C -1.2042 0.5726 0.6298 -0.090
C 0.2891 0.3853 0.8085 -0.154
C 0.8013 0.5004 2.1280 0.052
C 2.1517 0.3415 2.4124 0.083
C 3.0371 0.0755 1.3907 0.031
C 2.5764 -0.0030 0.0841 -0.036
C 1.2055 0.1651 -0.2693 -0.007
H -1.9205 -0.0656 3.2419 0.137
H -0.7877 -1.3909 2.6773 0.116
H -2.4973 -1.7297 2.8782 0.139
H -1.8566 -1.3970 0.5592 0.205
H -3.7043 0.6948 1.6446 0.141
H -3.7057 0.0456 -0.0434 0.125
H -4.1115 -1.0346 1.3299 0.136
H -1.4252 0.6683 -0.4466 0.098
H -1.4868 1.5393 1.1056 0.177
H 0.1583 0.7299 2.9622 0.132
H 2.5126 0.4290 3.4298 0.162
H 4.0928 -0.0486 1.6044 0.152
H 3.3359 -0.1791 -0.6629 0.103

---

(5)
34
Properties=species:S:1:pos:R:3:lowdin_charge:R:1 method="wB97M-V/def2-TZVPD" charge=0 e_homo_ev=-7.922 gap_ev=7.46 lumo_energy_ev=-0.47 e_tot_ha=-1329.4153 fmax_ev_per_a=1.408 relative_energy_kcal_mol=49.1 smiles="Nc1ccc(SCC(=O)Nc2cccc([N+](=O)[O-])c2)cc1"
N 4.5250 -2.5692 1.4982 0.097
C 3.8038 -1.7317 0.6796 -0.333
C 2.8914 -0.8220 1.2162 -0.028
C 2.2153 0.0692 0.4071 -0.085
C 2.4523 0.0756 -0.9585 -0.528
S 1.6225 1.1730 -2.0880 0.952
C 1.1397 2.5653 -1.0207 -0.359
C -0.0692 2.3226 -0.1249 -0.546
O -0.2217 2.9512 0.8974 0.072
N -0.9225 1.3844 -0.6146 0.107
C -2.1185 0.9261 -0.0757 -0.196
C -2.6886 1.4707 1.0769 0.010
C -3.8860 0.9758 1.5640 -0.052
C -4.5384 -0.0613 0.9230 -0.004
C -3.9648 -0.5987 -0.2228 -0.152
N -4.6255 -1.6829 -0.9071 -0.362
O -5.6724 -2.0844 -0.4470 0.084
O -4.0933 -2.1288 -1.9015 0.080
C -2.7664 -0.1186 -0.7281 0.069
C 3.3557 -0.8260 -1.5085 -0.118
C 4.0202 -1.7221 -0.7009 -0.036
H 4.1608 -2.7283 2.4228 0.092
H 4.9577 -3.3680 1.0653 0.091
H 2.7099 -0.8163 2.2810 0.112
H 1.5126 0.7530 0.8576 0.098
H 1.9909 2.8734 -0.4133 0.097
H 0.8942 3.3773 -1.7090 0.090
H -0.6100 0.9171 -1.4634 0.081
H -2.1851 2.2783 1.5822 0.103
H -4.3135 1.4081 2.4551 0.110
H -5.4721 -0.4598 1.2867 0.117
H -2.3536 -0.5641 -1.6213 0.127
H 3.5281 -0.8187 -2.5739 0.101
H 4.7216 -2.4201 -1.1338 0.110

---

(6)
36
Properties=species:S:1:pos:R:3:lowdin_charge:R:1 method="wB97M-V/def2-TZVPD" charge=0 e_homo_ev=-8.770 gap_ev=8.67 lumo_energy_ev=-0.10 e_tot_ha=-1802.8920 fmax_ev_per_a=1.090 relative_energy_kcal_mol=12.3 smiles="Cc1cnc(NC(=O)[C@@H]2C(=O)c3ccccc3S(=O)(=O)N2C)s1"
C -6.1590 -0.2092 0.1527 -0.107
C -4.7097 0.0725 0.0075 -0.576
C -3.8471 0.6007 0.9118 -0.185
N -2.5617 0.7550 0.5040 0.039
C -2.3926 0.3511 -0.7040 -0.611
N -1.2386 0.3929 -1.4377 0.126
C 0.0503 0.6720 -1.0690 -0.419
O 0.8849 0.8714 -1.9210 0.120
C 0.3602 0.7478 0.4333 -0.168
C 1.6721 1.5242 0.5777 -0.292
O 1.7098 2.6360 1.0411 0.141
C 2.8631 0.8169 0.0610 -0.125
C 4.0342 1.5487 -0.1467 0.012
C 5.1517 0.9476 -0.6948 -0.052
C 5.1214 -0.3953 -1.0386 -0.050
C 3.9695 -1.1376 -0.8212 -0.039
C 2.8545 -0.5321 -0.2810 -0.192
S 1.4356 -1.5708 0.0509 0.705
O 1.8633 -2.6936 0.8269 -0.264
O 0.6889 -1.8565 -1.1437 -0.257
N 0.5627 -0.5480 1.0567 -0.213
C -0.5469 -1.2021 1.7142 -0.078
S -3.8520 -0.2691 -1.4722 1.093
H -6.4932 0.0884 1.1435 0.082
H -6.7328 0.3385 -0.5940 0.077
H -6.3597 -1.2713 0.0158 0.078
H -4.1035 0.9072 1.9092 0.116
H -1.3350 0.1997 -2.4293 0.155
H -0.4516 1.2770 0.9437 0.146
H 4.0339 2.5948 0.1205 0.124
H 6.0479 1.5268 -0.8584 0.108
H 5.9912 -0.8659 -1.4709 0.110
H 3.9208 -2.1882 -1.0608 0.122
H -0.1250 -2.0508 2.2494 0.088
H -1.2985 -1.5679 1.0080 0.088
H -1.0093 -0.5110 2.4156 0.097

---

Copy entry 6 word for word.
36
Properties=species:S:1:pos:R:3:lowdin_charge:R:1 method="wB97M-V/def2-TZVPD" charge=0 e_homo_ev=-8.770 gap_ev=8.67 lumo_energy_ev=-0.10 e_tot_ha=-1802.8920 fmax_ev_per_a=1.090 relative_energy_kcal_mol=12.3 smiles="Cc1cnc(NC(=O)[C@@H]2C(=O)c3ccccc3S(=O)(=O)N2C)s1"
C -6.1590 -0.2092 0.1527 -0.107
C -4.7097 0.0725 0.0075 -0.576
C -3.8471 0.6007 0.9118 -0.185
N -2.5617 0.7550 0.5040 0.039
C -2.3926 0.3511 -0.7040 -0.611
N -1.2386 0.3929 -1.4377 0.126
C 0.0503 0.6720 -1.0690 -0.419
O 0.8849 0.8714 -1.9210 0.120
C 0.3602 0.7478 0.4333 -0.168
C 1.6721 1.5242 0.5777 -0.292
O 1.7098 2.6360 1.0411 0.141
C 2.8631 0.8169 0.0610 -0.125
C 4.0342 1.5487 -0.1467 0.012
C 5.1517 0.9476 -0.6948 -0.052
C 5.1214 -0.3953 -1.0386 -0.050
C 3.9695 -1.1376 -0.8212 -0.039
C 2.8545 -0.5321 -0.2810 -0.192
S 1.4356 -1.5708 0.0509 0.705
O 1.8633 -2.6936 0.8269 -0.264
O 0.6889 -1.8565 -1.1437 -0.257
N 0.5627 -0.5480 1.0567 -0.213
C -0.5469 -1.2021 1.7142 -0.078
S -3.8520 -0.2691 -1.4722 1.093
H -6.4932 0.0884 1.1435 0.082
H -6.7328 0.3385 -0.5940 0.077
H -6.3597 -1.2713 0.0158 0.078
H -4.1035 0.9072 1.9092 0.116
H -1.3350 0.1997 -2.4293 0.155
H -0.4516 1.2770 0.9437 0.146
H 4.0339 2.5948 0.1205 0.124
H 6.0479 1.5268 -0.8584 0.108
H 5.9912 -0.8659 -1.4709 0.110
H 3.9208 -2.1882 -1.0608 0.122
H -0.1250 -2.0508 2.2494 0.088
H -1.2985 -1.5679 1.0080 0.088
H -1.0093 -0.5110 2.4156 0.097